# 1
{"formula": "C5H4S", "method": "ωB97M-V/def2-TZVPD", "e_tot_ev": -16081.126, "total_charge": 0, "e_homo_ev": -9.39, "lumo_ev": 0.6, "symbols": ["C", "C", "C", "C", "C", "H", "H", "H", "H", "S"], "coordinates": [[-1.528, 0.638, -0.007], [-0.156, 0.164, 0.020], [1.022, -0.067, -0.001], [2.356, -0.423, -0.007], [3.562, -0.650, 0.004], [-3.796, -0.289, -0.040], [-1.778, 1.161, 0.898], [-1.740, 1.223, -0.862], [4.623, -0.855, -0.007], [-2.564, -0.903, 0.001]], "lowdin_charge": [-0.518, -0.120, -0.055, -0.144, 0.127, -0.135, 0.068, 0.064, 0.037, 0.676]}

***

# 2
{"formula": "C35H51NP2Ru", "method": "ωB97M-V/def2-TZVPD", "e_tot_ev": -59755.406, "total_charge": 1, "e_homo_ev": [-7.36, -9.74], "lumo_ev": [-2.2, -3.6], "multiplicity": 6, "symbols": ["Ru", "C", "C", "C", "C", "C", "C", "H", "H", "H", "C", "H", "H", "H", "C", "H", "H", "H", "C", "H", "H", "H", "C", "H", "H", "H", "C", "C", "C", "C", "C", "C", "C", "C", "H", "H", "H", "H", "H", "H", "H", "H", "H", "H", "H", "H", "P", "C", "C", "P", "C", "C", "C", "H", "H", "H", "H", "H", "H", "H", "H", "H", "H", "H", "H", "H", "H", "C", "C", "C", "C", "C", "C", "N", "C", "C", "C", "C", "C", "C", "H", "H", "H", "H", "H", "H", "H", "H", "H", "H"], "coordinates": [[0.573, -1.534, -1.887], [-0.558, -2.523, 0.978], [0.715, -2.815, 0.368], [0.928, -1.085, 1.968], [-0.404, -1.479, 1.896], [1.752, -1.787, 0.926], [-1.762, -3.393, 0.957], [-1.745, -4.124, 0.151], [-2.689, -2.820, 0.854], [-1.854, -3.961, 1.892], [-1.480, -1.029, 2.817], [-2.481, -1.320, 2.485], [-1.471, 0.058, 2.944], [-1.344, -1.461, 3.817], [1.445, -0.410, 3.169], [1.255, -0.966, 4.106], [0.925, 0.546, 3.295], [2.521, -0.236, 3.122], [3.117, -2.307, 1.367], [3.076, -2.839, 2.327], [3.802, -1.462, 1.516], [3.549, -2.987, 0.621], [1.050, -4.271, 0.212], [1.155, -4.732, 1.218], [1.992, -4.454, -0.330], [0.237, -4.834, -0.283], [-1.433, 0.594, -3.934], [-1.889, -0.775, -4.035], [-1.240, -1.777, -4.986], [0.280, -1.752, -5.007], [1.027, -1.338, -3.754], [1.512, -0.029, -3.640], [1.048, 1.066, -4.571], [-0.464, 1.156, -4.890], [-1.609, -1.638, -6.011], [0.628, -1.105, -5.816], [-1.570, -2.772, -4.703], [-0.645, 0.740, -5.893], [-2.194, 1.317, -3.635], [-2.976, -0.885, -4.088], [-0.697, 2.227, -4.995], [1.379, 2.025, -4.133], [2.445, 0.237, -3.124], [1.556, 1.005, -5.559], [0.652, -2.762, -5.211], [1.670, -2.157, -3.320], [-1.585, -0.821, -2.223], [-2.926, -0.155, -1.295], [-1.505, -2.652, -2.112], [2.310, -0.700, -0.577], [-0.246, 0.249, -1.510], [3.714, -1.353, -1.500], [2.589, 1.008, -0.035], [-2.575, 0.337, -0.382], [-3.584, -0.977, -1.022], [-3.429, 0.574, -1.929], [-1.264, -3.263, -2.972], [-2.515, -2.909, -1.798], [-0.810, -3.030, -1.351], [2.661, 1.693, -0.892], [3.520, 1.065, 0.550], [1.755, 1.345, 0.590], [-0.483, 0.539, -0.461], [0.157, 1.076, -2.124], [4.602, -1.385, -0.878], [3.970, -0.772, -2.387], [3.507, -2.363, -1.854], [0.980, 4.484, 0.238], [-0.113, 3.663, -0.057], [-0.642, 2.823, 0.917], [-0.102, 2.829, 2.229], [1.018, 3.652, 2.506], [1.552, 4.464, 1.517], [-0.648, 2.033, 3.207], [-1.286, 2.515, 4.301], [-1.258, 1.779, 5.528], [-1.916, 2.258, 6.649], [-2.642, 3.453, 6.590], [-2.698, 4.181, 5.394], [-2.024, 3.732, 4.265], [1.383, 5.146, -0.528], [-0.571, 3.683, -1.046], [-1.507, 2.183, 0.738], [1.432, 3.623, 3.518], [2.409, 5.096, 1.748], [-0.682, 0.846, 5.521], [-1.854, 1.684, 7.570], [-3.156, 3.810, 7.478], [-3.271, 5.109, 5.345], [-2.057, 4.296, 3.330]], "lowdin_charge": [0.806, -0.251, -0.301, -0.210, -0.213, -0.462, -0.051, 0.063, 0.077, 0.107, -0.022, 0.076, 0.049, 0.099, -0.042, 0.101, 0.048, 0.079, -0.094, 0.101, 0.078, 0.074, -0.074, 0.103, 0.074, 0.076, -0.212, -0.353, -0.165, -0.161, -0.402, -0.171, -0.172, -0.185, 0.132, 0.109, 0.091, 0.120, 0.114, 0.138, 0.120, 0.113, 0.069, 0.131, 0.124, 0.089, 0.774, -0.160, -0.226, 0.904, -0.373, -0.257, -0.203, 0.050, 0.058, 0.069, 0.055, 0.079, -0.009, 0.055, 0.063, 0.029, 0.013, 0.045, 0.044, 0.047, 0.043, -0.095, -0.098, -0.049, -0.307, -0.021, -0.081, 0.113, -0.273, -0.002, -0.074, -0.064, -0.069, 0.002, 0.103, 0.104, 0.098, 0.122, 0.109, 0.112, 0.109, 0.110, 0.111, 0.119]}

***

What did the first record say?
{"formula": "C5H4S", "method": "ωB97M-V/def2-TZVPD", "e_tot_ev": -16081.126, "total_charge": 0, "e_homo_ev": -9.39, "lumo_ev": 0.6, "symbols": ["C", "C", "C", "C", "C", "H", "H", "H", "H", "S"], "coordinates": [[-1.528, 0.638, -0.007], [-0.156, 0.164, 0.020], [1.022, -0.067, -0.001], [2.356, -0.423, -0.007], [3.562, -0.650, 0.004], [-3.796, -0.289, -0.040], [-1.778, 1.161, 0.898], [-1.740, 1.223, -0.862], [4.623, -0.855, -0.007], [-2.564, -0.903, 0.001]], "lowdin_charge": [-0.518, -0.120, -0.055, -0.144, 0.127, -0.135, 0.068, 0.064, 0.037, 0.676]}